1.
The following is a DFT calculation (the ωB97M-V functional and the def2-TZVPD basis) of a molecular structure, C29H45FInP2.

## Properties
- E_HOMO (spin up / spin down) (eV) = -9.92 / -9.92
- calculated total energy (a.u.) = -2104.29203
- orbital gap (spin up / spin down) (eV) = 3.9 / 3.9
- charge = +1
- lowest unoccupied orbital energy (spin up / spin down) (eV) = -6.00 / -6.00

Geometry (Å):
In -1.1826 0.3079 -1.7752
C -0.7429 -1.0800 2.1179
C -1.4273 0.1672 2.0671
C -2.3244 -1.2027 0.4485
C -1.2842 -1.9192 1.1101
C -2.4007 0.0953 1.0351
C 0.3270 -1.4468 3.0731
H 1.0296 -0.6174 3.2201
H 0.8959 -2.3116 2.7151
H -0.0752 -1.7119 4.0628
C -0.9034 -3.3092 0.7820
H -0.1642 -3.6952 1.4931
H -0.4786 -3.3940 -0.2317
H -1.7891 -3.9609 0.8274
C -3.3054 -1.8119 -0.4883
H -3.7925 -2.6616 0.0201
H -2.8377 -2.2041 -1.4054
H -4.0965 -1.1060 -0.7710
C -3.3684 1.1578 0.6710
H -4.3034 1.0482 1.2470
H -3.6470 1.1425 -0.3937
H -2.9549 2.1511 0.8915
C -1.2133 1.3524 2.9240
H -2.0956 1.5813 3.5435
H -1.0044 2.2403 2.3108
H -0.3662 1.2085 3.6025
C 3.2008 0.7439 -0.2499
C 2.9257 0.9320 1.0461
C 2.5220 2.1948 1.7442
C 2.3261 3.4988 0.9264
C 1.1891 3.5867 -0.0289
C 1.1346 3.1511 -1.3005
C 2.0206 2.1910 -2.0268
C 3.3242 1.7832 -1.3124
H 3.2993 2.4386 2.4926
H 3.2801 3.7743 0.4478
H 1.6179 1.9961 2.3492
H 3.7911 2.6911 -0.8980
H 3.4134 -0.2673 -0.6173
H 3.1313 0.1023 1.7392
H 4.0217 1.3938 -2.0811
H 1.4292 1.2865 -2.2780
H 0.2376 3.4051 -1.8924
H 2.3016 2.6019 -3.0216
H 2.1581 4.2881 1.6776
H 0.3065 4.1376 0.3365
P 4.1782 4.7332 -1.6543
C 5.8655 4.3146 -2.2219
C 4.6009 6.1217 -0.5200
P 1.6499 5.7870 -3.0627
C 3.5092 5.5155 -3.1783
C 1.6857 7.4234 -2.2061
C 1.4067 6.4669 -4.7576
H 5.8070 3.6807 -3.1143
H 6.3784 3.7523 -1.4310
H 6.4237 5.2332 -2.4487
H 5.3922 6.7426 -0.9651
H 4.9685 5.6851 0.4223
H 3.7340 6.7497 -0.2767
H 2.0837 7.3103 -4.9539
H 0.3630 6.7983 -4.8332
H 1.5723 5.6676 -5.4906
H 3.6734 4.8310 -4.0321
H 4.0480 6.4606 -3.3817
H 0.6917 7.8761 -2.3229
H 2.4438 8.0788 -2.6577
H 1.8699 7.3084 -1.1316
F 0.3942 -4.1597 -5.9466
C -0.0621 -3.2227 -5.0534
C -0.9960 -2.2878 -5.4842
C -1.4092 -1.2905 -4.5719
C -0.8598 -1.2756 -3.2815
C 0.0704 -2.2303 -2.8773
C 0.4684 -3.2463 -3.7645
H -1.3929 -2.3193 -6.4992
H -2.1450 -0.5409 -4.8876
H 0.5098 -2.2095 -1.8729
H 1.1840 -4.0002 -3.4444



2.
The following is a DFT calculation (the ωB97M-V functional and the def2-TZVPD basis) of a molecular structure, C29H46BCl3N10O2S3Tl.

## Properties
- E_HOMO (eV) = -10.54
- calculated total energy (a.u.) = -4603.10805
- orbital gap (eV) = 5.5
- charge = +1
- lowest unoccupied orbital energy (eV) = -5.07

Geometry (Å):
Tl -0.2301 0.7831 0.9232
C 3.1744 -4.1393 2.3505
C 1.9610 -4.5938 1.5381
C 0.6553 -4.3654 2.3033
C 2.0898 -6.0810 1.2156
N 1.9314 -3.8157 0.2896
C 2.1256 -4.3169 -0.9697
C 2.0233 -3.2890 -1.8467
N 1.7835 -2.1481 -1.1362
B 1.2878 -0.7901 -1.6315
N 2.3902 0.2397 -1.8806
C 3.7171 0.0288 -2.0809
C 4.3602 1.2023 -1.8616
N 3.4291 2.1397 -1.5077
C 2.2230 1.5370 -1.5309
S 0.6689 2.2373 -1.3630
C 3.8496 3.4845 -1.0730
C 4.8237 3.2844 0.0952
C 2.6803 4.3381 -0.5967
C 4.5133 4.1712 -2.2708
N 0.2604 -0.8783 -2.7576
C 0.4349 -0.7741 -4.1060
C -0.7838 -0.6196 -4.6779
N -1.7191 -0.6117 -3.6786
C -1.0655 -0.7779 -2.5086
S -1.7940 -0.9498 -0.9761
C -3.1753 -0.4679 -3.8503
C -3.4950 -0.1825 -5.3165
C -3.6728 0.7029 -2.9962
C -3.8360 -1.7857 -3.4342
C 1.7285 -2.4823 0.1747
S 1.5522 -1.3962 1.4910
H 3.2024 -4.6756 3.2933
H 3.1183 -3.0742 2.5603
H 4.0956 -4.3424 1.8082
H 0.6370 -5.0064 3.1792
H -0.2018 -4.6072 1.6781
H 0.5705 -3.3365 2.6347
H 2.0779 -6.6367 2.1483
H 3.0261 -6.3023 0.7107
H 1.2553 -6.4240 0.6084
H 2.3241 -5.3489 -1.1607
H 2.0932 -3.2784 -2.9152
H 0.7016 -0.3731 -0.7236
H 4.1010 -0.9322 -2.3549
H 5.4021 1.4262 -1.9292
H 4.3683 2.6365 0.8422
H 5.0367 4.2397 0.5656
H 5.7679 2.8505 -0.2211
H 2.1568 3.8566 0.2236
H 1.9801 4.5371 -1.4043
H 3.0695 5.2879 -0.2356
H 5.3808 3.6233 -2.6297
H 4.8348 5.1674 -1.9809
H 3.7976 4.2655 -3.0860
H 1.4045 -0.8076 -4.5607
H -1.0322 -0.5171 -5.7124
H -3.0135 0.7321 -5.6539
H -4.5686 -0.0517 -5.4194
H -3.2018 -1.0100 -5.9573
H -3.1122 1.6090 -3.2193
H -3.5739 0.4796 -1.9393
H -4.7228 0.8807 -3.2092
H -3.4897 -2.6008 -4.0671
H -4.9139 -1.7024 -3.5329
H -3.6015 -2.0197 -2.3992
Cl 1.5206 3.3482 5.1057
C 2.4437 2.9655 3.6605
Cl 3.1187 4.4406 2.9662
Cl 3.7418 1.8338 4.0534
C 1.5339 2.3077 2.5880
O 2.0966 1.7740 1.6331
O 0.3126 2.3872 2.7847
C -2.3507 1.2034 3.7934
N -2.4642 0.8675 2.3643
C -3.2358 -0.3809 2.2366
N -4.5575 -0.2273 2.8060
C -4.4207 0.1300 4.2148
N -3.6690 1.3686 4.3742
C -4.3726 2.4338 3.6692
N -4.5191 2.1180 2.2506
C -3.1974 1.9560 1.6866
C -5.2416 0.8590 2.1124
H -1.7721 2.1234 3.8981
H -1.8256 0.3974 4.3116
H -2.7036 -1.1803 2.7602
H -3.3238 -0.6476 1.1788
H -3.9087 -0.6773 4.7461
H -5.4169 0.2576 4.6425
H -3.8086 3.3655 3.7718
H -5.3618 2.5655 4.1123
H -2.6321 2.8840 1.8127
H -3.2823 1.7185 0.6198
H -5.3199 0.6061 1.0507
H -6.2462 0.9738 2.5252



3.
The following is a DFT calculation (the ωB97M-V functional and the def2-TZVPD basis) of a molecular structure, C29H46BrCrN3P2.

## Properties
- E_HOMO (spin up / spin down) (eV) = -13.41 / -13.44
- multiplicity = 5
- calculated total energy (a.u.) = -5597.43936
- orbital gap (spin up / spin down) (eV) = 6.4 / 6.6
- charge = +2
- lowest unoccupied orbital energy (spin up / spin down) (eV) = -7.01 / -6.81

Geometry (Å):
N -4.7065 3.2323 -2.8050
C -4.5467 3.4762 -1.5040
C -3.7540 2.6840 -0.6610
C -3.0561 1.5855 -1.2423
C -3.2640 1.3433 -2.6342
C -4.1202 2.1732 -3.3521
C -1.9445 0.9456 -0.5825
Cr 0.0230 0.0045 0.1984
P 2.2534 0.0696 0.2856
C -0.7466 0.7739 -1.3971
C 0.1076 1.9812 -1.6330
C 0.9708 1.9572 -2.7357
C 1.8900 2.9681 -2.9632
C 1.9499 4.0340 -2.0525
C 1.0530 4.1015 -0.9711
C 0.0906 3.0998 -0.7803
Br 3.0985 5.4241 -2.3643
H -1.9916 0.9065 0.5189
H -0.7930 0.0894 -2.2518
H -3.5531 3.0159 0.3647
H -2.6612 0.6061 -3.1518
H -5.0785 4.3461 -1.0996
H -4.3082 1.9698 -4.4110
H 0.8765 1.1260 -3.4291
H -0.6415 3.1531 0.0586
H 2.5535 2.9281 -3.8215
H 1.1200 4.9599 -0.2969
P -0.6094 -2.2993 -0.3758
C 3.4860 1.3538 0.6522
C 4.9344 0.9125 0.4318
H 3.3524 1.5815 1.7189
H 3.2472 2.2712 0.0832
H 5.6041 1.7080 0.7722
H 5.1867 0.0127 1.0065
H 5.1783 0.7401 -0.6188
C 2.7858 -0.5370 -1.3995
C 4.0756 -1.3297 -1.6727
H 2.8108 0.3743 -2.0380
H 1.9283 -1.1286 -1.7832
H 4.0501 -1.6323 -2.7358
H 4.9810 -0.7135 -1.5686
H 4.1476 -2.2382 -1.0533
C 2.1215 -0.6122 2.0782
C 3.1420 -1.3976 2.8910
H 1.1703 -1.1762 2.0953
H 1.9182 0.3108 2.6637
H 2.5925 -2.0849 3.5567
H 3.8408 -1.9762 2.2772
H 3.6948 -0.7259 3.5637
C -0.2629 -3.6501 0.8627
C -1.4589 -4.4988 1.3006
H 0.2201 -3.1998 1.7468
H 0.4824 -4.3109 0.3925
H -2.1660 -3.9345 1.9201
H -2.0206 -4.9264 0.4590
H -1.1223 -5.3567 1.9027
C 0.1312 -3.0504 -1.8754
C -0.3957 -2.6348 -3.2376
H 0.0030 -4.1343 -1.7546
H 1.2082 -2.8683 -1.7946
H -1.3881 -3.0464 -3.4477
H -0.4327 -1.5500 -3.3673
H 0.2778 -3.0312 -4.0041
C -2.3900 -2.4636 -0.8158
C -3.4268 -2.0264 0.2152
H -2.5796 -3.5069 -1.1201
H -2.5104 -1.8407 -1.7154
H -4.4181 -2.0122 -0.2637
H -3.5173 -2.6999 1.0782
H -3.2155 -1.0127 0.5817
C -1.5419 2.2662 4.9280
N -1.3858 1.1688 3.9881
C -1.3702 -0.1866 4.2851
C -1.0956 -0.8314 3.1154
N -0.8389 0.1200 2.1385
C -1.0534 1.3178 2.6943
H -2.5080 2.2228 5.4403
H -0.7401 2.2611 5.6793
H -1.4987 3.2068 4.3774
H -1.5406 -0.5681 5.2751
H -1.0052 -1.8824 2.9336
H -0.8994 2.2918 2.2508